# 1
C30H79N22O17S | ωB97M-V/def2-TZVPD

E_LUMO: -1.302 eV

```
! RIJCOSX wB97M-V def2-TZVPD def2/J DEFGRID3
* xyz 1 1
C 8.74511 -7.22995 19.97048
C 7.47163 -7.60700 20.65682
N 6.53358 -8.12369 19.69576
C 5.79715 -7.43447 18.83525
C 5.00956 -8.29118 18.09723
N 5.44621 -9.59282 18.39651
C 6.36322 -9.46373 19.42358
C 5.02358 -10.78092 17.73823
H 9.39587 -6.82504 20.74593
H 8.55033 -6.28762 19.45774
H 9.25818 -7.99293 19.38561
H 7.03243 -6.75332 21.17244
H 7.81351 -8.43793 21.27393
H 5.74586 -6.35594 18.85106
H 4.22527 -8.11430 17.37660
H 6.91552 -10.29061 19.84462
H 5.55955 -10.90285 16.79717
H 3.96286 -10.69246 17.50286
H 5.02944 -11.66619 18.37393
C 7.15282 -4.08999 17.63992
O 6.39731 -3.41774 18.30120
N 8.42953 -4.15790 17.82827
N 6.80297 -4.96968 16.69931
H 8.82255 -3.61291 18.58246
H 9.08595 -4.72580 17.31296
H 7.49878 -5.51245 16.20910
H 5.83532 -5.15007 16.47320
C 8.07574 -3.74399 21.55116
O 9.06931 -3.86913 20.87967
N 7.91794 -4.37372 22.69417
N 6.97807 -3.10329 21.23587
H 7.15802 -4.23360 23.34363
H 8.73474 -4.90607 22.95757
H 6.36958 -2.74606 21.95789
H 6.72099 -2.88230 20.28444
C 10.78013 -7.11570 23.43127
O 11.01631 -8.15535 22.82097
N 9.90861 -7.06029 24.36075
N 11.50928 -6.02341 23.27204
H 9.33735 -7.88629 24.46695
H 9.93817 -6.27886 24.99920
H 12.02001 -6.02115 22.40004
H 11.27745 -5.37506 24.01020
C 4.75599 -8.17048 14.20715
O 5.42959 -8.55366 15.15665
N 4.39912 -6.89630 14.12491
N 4.32210 -8.85117 13.13257
H 4.58168 -6.27621 14.90052
H 3.96500 -6.53128 13.28982
H 3.94801 -8.24655 12.41594
H 4.39785 -9.84525 12.96847
C 3.03371 -11.65553 14.06449
O 3.74705 -11.59332 13.06932
N 1.78121 -11.26185 14.11027
N 3.37605 -12.17327 15.21251
H 1.24798 -11.25209 14.96750
H 1.33871 -10.72772 13.37655
H 2.75581 -12.36671 15.98499
H 4.30438 -12.57294 15.17413
C 3.33622 -4.22106 17.41501
O 3.87951 -5.25923 17.05338
N 2.44877 -3.64255 16.63166
N 3.58591 -3.45219 18.41688
H 2.04608 -4.18899 15.88431
H 2.21818 -2.66275 16.70838
H 2.91463 -2.73188 18.63921
H 4.41679 -3.63266 18.96173
C 12.29540 -9.95870 19.80987
O 11.30417 -9.38771 19.32590
N 13.07479 -10.69466 19.05143
N 12.56156 -9.98475 21.10562
H 13.83280 -11.07794 19.59746
H 13.19046 -10.41741 18.08760
H 13.34370 -10.54719 21.40751
H 12.04888 -9.38801 21.73984
C 8.70704 -11.61311 17.36635
O 8.05181 -11.75554 18.37208
N 8.25363 -12.10093 16.27015
N 9.71072 -10.79304 17.26552
H 8.81040 -11.91694 15.44815
H 7.41627 -12.66435 16.22325
H 9.92109 -10.20395 18.05842
H 10.47121 -11.02358 16.64265
C 6.08568 -13.95612 14.48019
O 5.80731 -13.34971 15.52988
N 6.65942 -15.10299 14.42969
N 5.78229 -13.59371 13.24784
H 7.04227 -15.42990 13.55481
H 6.89663 -15.44408 15.35014
H 5.79512 -14.30757 12.53415
H 5.14425 -12.82005 13.12214
C 12.54565 -5.85545 19.54519
O 12.70075 -6.06215 20.74590
N 12.73336 -4.67282 18.92271
N 12.05391 -6.71249 18.72908
H 12.76154 -3.85498 19.51401
H 12.86826 -4.62930 17.92333
H 11.58140 -7.47086 19.20016
H 12.12844 -6.60192 17.72857
C 9.57998 -12.39516 23.06587
C 9.34023 -11.22303 22.16891
O 8.28677 -10.60129 22.90933
S 8.16930 -10.99985 24.52304
O 6.94387 -11.68799 24.80294
O 8.55734 -9.87929 25.35830
O 9.39429 -12.08306 24.40291
H 10.49701 -12.92703 22.81276
H 8.77689 -13.10974 22.88291
H 8.84035 -11.49449 21.23907
H 10.12108 -10.48459 21.98766
C 4.12979 -7.39814 24.59667
C 3.12500 -8.21735 23.66846
C 3.72995 -8.07573 22.26068
O 5.13912 -8.07438 22.51974
C 5.41930 -7.65720 23.87064
H 4.18800 -7.73901 25.63015
H 3.93603 -6.32567 24.57288
H 2.07326 -7.96417 23.53554
H 3.31182 -9.21381 24.06906
H 3.38204 -7.19077 21.72703
H 3.40245 -8.87648 21.59730
H 5.94982 -6.70662 23.92594
H 5.86222 -8.49508 24.40918
C 0.04869 -8.09968 18.24323
C 0.85370 -6.97680 17.69971
C 1.52131 -7.65721 16.53709
O 1.81179 -8.93641 17.16371
C 1.06585 -9.19458 18.37308
H -0.79838 -8.30431 17.58849
H -0.33752 -7.81301 19.22166
H 1.60138 -6.63450 18.41548
H 0.19796 -6.14489 17.44230
H 2.38736 -7.06375 16.24401
H 0.79020 -7.52958 15.73829
H 1.69966 -9.12022 19.25663
H 0.56113 -10.14011 18.17492
C 4.37590 -13.82441 22.55514
C 4.17431 -12.30932 22.91507
C 5.08809 -11.55334 21.91847
O 5.02143 -12.42189 20.81897
C 4.96906 -13.81384 21.17894
H 3.43118 -14.36714 22.52300
H 4.98448 -14.28936 23.33073
H 4.37190 -11.98867 23.93791
H 3.11716 -12.14489 22.70633
H 6.17707 -11.52360 21.95657
H 4.56544 -10.63809 21.64102
H 6.00677 -14.14864 21.16674
H 4.46729 -14.42810 20.43139
*
```


# 2
C30H80B3F12N5O10 | ωB97M-V/def2-TZVPD

E_LUMO: -4.901 eV
Energy above the lowest of the compared OMol25 structures with the same formula, charge and spin: 165.01 kcal per mole

```
! RIJCOSX wB97M-V def2-TZVPD def2/J DEFGRID3
* xyz 2 1
C -0.23859 -7.60462 -2.30627
O 0.56560 -6.69361 -1.54492
C 0.13869 -6.25342 -0.26669
C 1.08413 -6.84756 0.81657
N 2.47415 -6.72348 0.31793
H 2.91797 -7.62164 0.18976
H 2.49073 -6.41923 -0.64502
C 3.30381 -5.75920 1.08877
C 2.83901 -4.34252 0.77286
O 1.72426 -3.96096 1.67074
C 1.11012 -2.72519 1.47229
H -1.09698 -7.10910 -2.75984
H -0.59594 -8.32329 -1.56877
H 0.41967 -8.03952 -3.05837
H -0.92068 -6.28756 -0.01240
H 0.27382 -5.17394 -0.19927
H 0.79360 -7.88301 0.99413
H 0.90204 -6.40079 1.79398
H 4.34210 -5.83714 0.76629
H 3.26546 -6.08756 2.12742
H 2.43627 -4.14544 -0.22065
H 3.59058 -3.56529 0.91130
H 1.83125 -1.93645 1.68663
H 0.24447 -2.59569 2.12190
H 0.79394 -2.62533 0.43395
C -5.37939 4.44814 4.24755
O -4.86490 3.18708 3.84052
C -3.69227 2.81792 4.57967
C -2.57022 2.31225 3.60713
N -3.14878 1.18736 2.72701
H -4.09750 1.34563 2.41880
H -2.75176 1.16547 1.79858
C -2.97141 -0.19917 3.51409
C -3.71742 -1.27100 2.63377
O -5.06866 -0.85645 2.39994
C -5.60715 -1.57512 1.30442
H -6.44672 4.48286 4.02917
H -5.01065 5.20849 3.55908
H -5.14956 4.76431 5.26506
H -3.99535 2.07494 5.31738
H -3.35926 3.71607 5.09980
H -1.61273 1.97776 4.00643
H -2.28693 3.08695 2.89461
H -3.48654 0.08829 4.43066
H -1.92235 -0.44363 3.68088
H -3.68946 -2.10801 3.33143
H -3.02564 -1.40046 1.80143
H -6.60307 -1.15241 1.17190
H -5.47900 -2.64027 1.49711
H -5.00573 -1.28621 0.44249
C 3.11581 2.95056 -3.62132
O 1.87268 2.76524 -2.93671
C 1.04558 3.91208 -2.93322
C 0.17377 3.68517 -1.73356
N -0.46530 2.30176 -1.65829
H 0.26199 1.63680 -1.87963
H -0.85138 2.18372 -0.73249
C -1.59050 2.19980 -2.72619
C -2.28572 0.89133 -2.50661
O -1.52763 -0.24635 -2.97816
C -1.82129 -1.44675 -2.25981
H 3.80142 3.57018 -3.04330
H 3.08126 3.43186 -4.59869
H 3.52464 1.95053 -3.76593
H 0.55191 4.20812 -3.85883
H 1.64690 4.75869 -2.60191
H -0.56654 4.47950 -1.63825
H 0.82659 3.71330 -0.86113
H -1.09276 2.31442 -3.68912
H -2.17487 3.09786 -2.52596
H -3.14617 1.06507 -3.15278
H -2.71859 0.82434 -1.50849
H -0.99854 -2.15894 -2.19681
H -2.65089 -1.97660 -2.72791
H -2.14677 -1.38647 -1.22129
C 0.76370 6.94083 -0.63839
O 1.57888 6.62356 0.59085
C 0.80148 6.53242 1.79889
C 1.83062 6.17060 2.79031
N 2.33886 4.70675 2.59712
H 2.51439 4.73491 1.60289
H 3.18729 4.43060 3.07042
C 1.45686 3.47132 2.73581
C 1.49145 2.91231 4.17310
O 2.74135 2.56599 4.73639
C 3.39960 1.48589 4.14529
H 1.24515 6.40586 -1.45699
H 0.81613 7.99680 -0.90349
H -0.30264 6.73705 -0.54095
H -0.08322 5.89636 1.82792
H 0.32280 7.46525 2.09687
H 1.26963 6.11567 3.72324
H 2.67474 6.86010 2.77800
H 1.91777 2.81261 1.99977
H 0.47293 3.86423 2.47965
H 0.93950 2.00401 4.41486
H 1.08482 3.58710 4.92636
H 4.44987 1.47165 4.43658
H 3.54699 1.49892 3.06537
H 2.84885 0.55321 4.26727
C 2.39116 -0.37827 -2.06596
O 2.49365 -0.99026 -3.28078
C 2.20602 -0.31351 -4.47621
C 1.58336 -1.34397 -5.51821
N 2.55372 -2.34871 -6.23116
H 1.97058 -2.96108 -6.78347
H 3.16996 -1.84185 -6.85039
C 3.15193 -3.38253 -5.32271
C 2.18012 -4.50830 -5.13010
O 1.75067 -5.05824 -6.39490
C 1.25779 -6.35161 -6.23241
H 2.20847 -1.08748 -1.25865
H 1.55895 0.31930 -2.16041
H 3.30522 0.12096 -1.74445
H 3.13944 0.01711 -4.93175
H 1.56122 0.55582 -4.34745
H 1.05159 -0.86209 -6.33864
H 0.95061 -1.95277 -4.87238
H 3.46848 -2.95980 -4.36919
H 4.07976 -3.73507 -5.77320
H 1.34081 -4.15001 -4.53404
H 2.59015 -5.27312 -4.47053
H 1.06536 -6.74721 -7.22969
H 0.34257 -6.37604 -5.64090
H 1.78178 -7.11560 -5.65808
B -1.41888 -0.42415 6.56179
F -0.62629 0.12988 5.62059
F -2.17923 0.65478 6.91677
F -2.17953 -1.39159 6.10477
F -0.59901 -0.76907 7.63994
B -3.88142 3.24115 0.10052
F -4.57048 3.90567 1.07066
F -4.07450 1.85176 0.16536
F -4.21772 3.69958 -1.16833
F -2.51840 3.48003 0.25659
B 0.03490 0.80295 1.42042
F -0.80626 -0.14972 0.75263
F -0.02284 0.61094 2.78982
F 1.28740 0.47525 0.93497
F -0.30181 2.06802 0.90689
*
```


# 3
C30H80O10 | ωB97M-V/def2-TZVPD

E_LUMO: 0.306 eV
Energy above the lowest of the compared OMol25 structures with the same formula, charge and spin: 10.96 kcal per mole
SMILES string: CC(C)O.CC(C)O.CC(C)O.CC(C)O.CC(C)O.CC(C)O.CC(C)O.CC(C)O.CC(C)O.CC(C)O

```
! RIJCOSX wB97M-V def2-TZVPD def2/J DEFGRID3
* xyz 0 1
C 3.80345 -1.31407 4.55855
C 3.84036 -1.78664 3.11777
C 2.82293 -2.87189 2.85024
O 3.60535 -0.66300 2.25936
H 2.85563 -0.82157 4.78758
H 4.58045 -0.55773 4.71001
H 3.99818 -2.10405 5.28746
H 4.84801 -2.12941 2.87348
H 1.81760 -2.52335 3.09046
H 3.04071 -3.75390 3.45965
H 2.86697 -3.19905 1.80908
H 2.64272 -0.59100 2.16556
C -2.89148 -4.36800 3.24110
C -2.28907 -3.48596 4.31548
C -1.10126 -2.71984 3.78283
O -3.24201 -2.49964 4.76447
H -2.22124 -5.16894 2.92952
H -3.11109 -3.77064 2.35213
H -3.83684 -4.81279 3.56595
H -2.01251 -4.07781 5.19526
H -1.39043 -2.29067 2.81838
H -0.23812 -3.36705 3.63216
H -0.80631 -1.88355 4.41574
H -4.04170 -2.97230 5.01050
C -0.52177 4.28142 -5.24586
C 0.59845 4.19369 -4.22872
C 0.55620 2.86868 -3.50443
O 1.85968 4.32825 -4.91717
H -0.47429 3.43689 -5.94052
H -0.52711 5.22677 -5.78422
H -1.51053 4.17959 -4.77913
H 0.58117 5.02748 -3.52884
H 1.33255 2.76756 -2.74236
H 0.64990 2.00977 -4.16824
H -0.37232 2.85274 -2.91972
H 1.87513 3.67568 -5.62468
C 4.49481 -2.90219 -1.23215
C 3.56852 -4.02592 -1.62032
C 3.97769 -4.68090 -2.93024
O 3.56723 -5.01180 -0.58671
H 4.24285 -2.49720 -0.25100
H 4.42867 -2.10011 -1.97176
H 5.53350 -3.23772 -1.20172
H 2.55276 -3.62707 -1.75157
H 4.11774 -3.94584 -3.72851
H 3.20919 -5.38953 -3.25101
H 4.90663 -5.24208 -2.82350
H 2.66642 -5.37037 -0.57506
C 1.15276 7.22905 -0.39843
C 0.48239 5.87526 -0.24670
C 1.46022 4.70903 -0.25581
O -0.34624 5.85956 0.91876
H 1.64377 7.51217 0.53690
H 0.39718 7.99655 -0.57826
H 1.86505 7.24932 -1.22199
H -0.22425 5.72584 -1.06852
H 0.95260 3.77776 -0.00337
H 2.27049 4.86458 0.46109
H 1.87235 4.62032 -1.26272
H 0.17879 5.99804 1.71282
C -2.85952 0.92333 -3.92413
C -2.08454 -0.24427 -4.53281
C -1.08291 -0.83753 -3.54254
O -2.97758 -1.28340 -4.96590
H -3.55090 1.30859 -4.67571
H -2.15019 1.70799 -3.66418
H -3.45827 0.60015 -3.07018
H -1.57297 0.12802 -5.41989
H -0.49498 -1.61444 -4.03015
H -1.58633 -1.26358 -2.67202
H -0.42070 -0.03139 -3.22175
H -3.34398 -1.67875 -4.16777
C -0.68392 -6.85949 -1.84743
C -0.26599 -5.62375 -1.07541
C -1.35074 -5.19003 -0.09309
O 0.93740 -5.87700 -0.33846
H -1.68866 -6.75565 -2.25526
H -0.63853 -7.74244 -1.20367
H -0.00970 -7.06903 -2.68102
H -0.04024 -4.82950 -1.78665
H -1.30229 -5.89698 0.74031
H -2.35941 -5.18566 -0.49945
H -1.11906 -4.19281 0.28610
H 0.72402 -6.46727 0.38986
C -2.84795 3.16220 0.35484
C -2.86061 4.10523 -0.82599
C -4.10143 3.89242 -1.67783
O -2.87841 5.46169 -0.39245
H -2.10850 3.39168 1.12649
H -2.68543 2.12837 0.03564
H -3.80210 3.18871 0.89410
H -1.95773 3.92793 -1.43368
H -4.94273 4.27494 -1.09579
H -4.20325 2.84630 -1.95209
H -4.06076 4.52682 -2.56568
H -2.03745 5.63217 0.05375
C 0.22331 0.73288 -0.27355
C 0.13048 -0.44162 0.68719
C 0.76942 -1.70089 0.15143
O 0.78555 -0.13909 1.92195
H 1.25454 0.92479 -0.57619
H -0.11141 1.63422 0.24850
H -0.43905 0.52155 -1.11162
H -0.93134 -0.65898 0.88080
H 1.82269 -1.49177 -0.04882
H 0.26773 -2.07643 -0.74288
H 0.69378 -2.48230 0.90859
H 0.18539 0.49057 2.35484
C -1.25672 1.96183 5.37592
C -1.09835 2.41008 3.94102
C 0.28972 2.93999 3.66129
O -1.29450 1.29528 3.04818
H -2.29088 1.68582 5.60590
H -1.05306 2.79492 6.05858
H -0.58242 1.14938 5.64038
H -1.83470 3.18734 3.71391
H 1.06160 2.41054 4.21925
H 0.36650 3.99434 3.93950
H 0.49586 2.89442 2.58988
H -2.14628 0.89710 3.25674
*
```


- Which formula does entry 2 have?
  C30H80B3F12N5O10